No. 1
Molecular formula: C42H52BaClN5OP2S3
Method: DFT, the ωB97M-V functional and the def2-TZVPD basis

Calculated values
HOMO energy (alpha / beta)   -4.05 / -4.05 eV
Total charge   -1
E_LUMO (alpha / beta)   1.612 / -0.035 eV
Spin multiplicity   2

Each line ends with the Mulliken spin population.
Positions of all 107 atoms, in Å:
Ba (-0.081, 0.043, -0.670)  -0.012
Cl (5.774, 4.438, 6.310)  0.000
S (2.652, -1.044, 3.176)  1.003
S (2.688, 0.254, -1.879)  0.000
S (-1.533, 2.318, -1.839)  0.000
P (-2.752, -1.714, 0.627)  -0.002
P (-2.121, 0.986, 2.708)  0.003
O (0.440, -0.959, 1.196)  -0.039
N (-4.144, 2.122, 1.216)  0.000
N (-1.475, -0.319, -3.485)  0.001
N (-4.953, -0.249, 0.016)  0.000
N (1.125, 0.104, 1.300)  0.050
N (0.750, -2.138, -2.358)  0.001
C (3.255, 2.040, 4.322)  0.041
C (2.689, -0.866, -3.228)  0.000
C (-3.496, 1.008, 1.445)  0.000
C (5.458, 3.624, 3.740)  0.003
C (-1.050, 0.863, -4.202)  0.000
C (-7.416, 2.067, -1.320)  0.000
C (-5.191, 2.112, 0.351)  0.000
C (1.217, -3.071, -1.330)  0.000
C (-0.262, 2.491, 3.912)  0.010
C (3.742, -1.609, -5.317)  0.000
C (3.717, 2.094, 3.013)  -0.019
C (-5.860, 3.317, 0.040)  0.000
C (-2.789, -2.796, 2.182)  0.009
C (3.045, 1.390, 1.852)  -0.012
C (1.912, -2.847, -4.417)  0.000
C (4.822, 2.899, 2.742)  0.005
C (-1.026, -1.605, -4.007)  0.000
C (-2.433, 3.702, 3.743)  0.000
C (3.880, 2.757, 5.336)  0.013
C (-3.780, -2.805, -0.448)  0.000
C (-0.301, 1.952, -6.243)  0.000
C (-0.702, 0.814, -5.555)  0.000
C (1.792, -1.946, -3.358)  0.000
C (-6.951, 3.291, -0.778)  0.000
C (4.978, 3.541, 5.037)  0.000
C (-2.925, -0.327, -3.260)  0.000
C (-5.632, 0.904, -0.210)  0.000
C (-0.261, 3.173, -5.577)  0.000
C (-0.623, 3.241, -4.238)  0.000
C (2.202, 0.159, 2.113)  -0.019
C (-2.242, -4.153, 1.712)  0.001
C (-0.553, -2.546, -2.904)  0.001
C (-1.022, 2.101, -3.517)  0.000
C (2.870, -2.690, -5.403)  0.000
C (-1.027, 3.323, 1.688)  0.001
C (3.656, -0.729, -4.251)  0.000
C (-3.228, 0.723, 4.174)  0.000
C (-4.201, -2.949, 2.752)  -0.001
C (-3.882, -0.225, 0.776)  0.000
C (-1.493, 2.731, 3.022)  -0.001
C (-6.772, 0.896, -1.048)  0.000
C (-1.840, -2.288, 3.278)  -0.067
H (-2.055, -4.782, 2.591)  0.000
H (-3.368, 3.826, 3.203)  0.000
H (-0.480, 4.255, 1.869)  0.000
H (0.483, 1.879, 3.396)  -0.010
H (-1.287, -4.033, 1.185)  -0.001
H (-4.682, -3.144, 0.060)  0.000
H (1.365, -4.080, -1.736)  0.000
H (-7.098, -0.049, -1.469)  0.000
H (-2.646, 0.816, 5.094)  0.000
H (-1.939, 4.680, 3.805)  0.000
H (-8.285, 2.067, -1.968)  0.000
H (-0.528, 1.985, 4.850)  0.000
H (-3.248, 0.633, -2.865)  0.000
H (0.497, -3.124, -0.500)  -0.001
H (0.197, 3.452, 4.170)  0.000
H (6.314, 4.248, 3.517)  0.000
H (-4.844, -3.553, 2.106)  0.000
H (0.055, 4.071, -6.101)  0.000
H (-3.172, -3.660, -0.743)  0.000
H (-2.651, 3.378, 4.766)  0.000
H (-7.469, 4.211, -1.018)  0.000
H (2.419, 2.114, 1.324)  0.003
H (-3.470, -0.538, -4.194)  0.000
H (4.339, 0.109, -4.172)  0.000
H (-3.185, -1.094, -2.527)  0.000
H (5.193, 2.957, 1.722)  -0.001
H (-4.040, 1.449, 4.175)  0.000
H (-3.652, -0.282, 4.141)  0.000
H (-0.193, -1.447, -4.678)  0.000
H (-0.532, -3.574, -3.298)  0.000
H (-1.821, -2.099, -4.579)  0.000
H (-4.686, -1.978, 2.899)  0.000
H (-2.942, -4.684, 1.063)  0.000
H (1.224, -3.686, -4.484)  0.000
H (2.927, -3.393, -6.227)  0.000
H (2.398, 1.424, 4.567)  -0.007
H (-0.350, 2.644, 1.161)  -0.001
H (-0.842, -2.075, 2.889)  0.054
H (-2.208, -1.385, 3.756)  -0.002
H (-5.479, 4.241, 0.460)  0.000
H (-0.025, 1.880, -7.290)  0.000
H (3.519, 2.706, 6.356)  0.000
H (2.164, -2.707, -0.926)  -0.001
H (-0.748, -0.129, -6.093)  0.000
H (3.802, 1.085, 1.125)  -0.003
H (-1.860, 3.545, 1.023)  0.000
H (-1.754, -3.060, 4.055)  0.000
H (-4.086, -2.269, -1.335)  0.000
H (-1.278, -2.542, -2.075)  0.000
H (4.496, -1.456, -6.083)  0.000
H (-4.147, -3.452, 3.726)  0.000
H (-0.593, 4.182, -3.703)  0.000

No. 2
Molecular formula: C42H52F3N6PbS3Si4
Method: DFT, the ωB97M-V functional and the def2-TZVPD basis

Calculated values
HOMO energy (alpha / beta)   -9.02 / -9.02 eV
Total charge   +1
E_LUMO (alpha / beta)   -3.466 / -3.467 eV
Spin multiplicity   1

Each line ends with the Mulliken charge.
Positions of all 111 atoms, in Å:
Pb (-0.773, 0.912, 0.105)  0.035
S (-0.535, -2.414, 0.312)  -0.015
S (-3.702, -0.705, 5.011)  0.012
S (5.709, 0.249, -1.764)  0.126
Si (1.222, 2.356, -2.687)  1.267
Si (1.897, -2.628, -2.075)  0.769
Si (0.238, -0.845, -1.950)  0.233
Si (-1.552, -1.796, -3.267)  0.919
F (1.533, 2.990, 1.193)  -0.217
F (0.190, 4.098, -0.088)  -0.247
F (-0.415, 3.557, 1.917)  -0.234
N (-2.748, 1.981, 1.244)  0.625
N (-3.210, -2.536, 0.432)  -0.407
N (2.309, 0.112, 1.080)  1.588
N (-3.283, -1.155, 0.302)  -0.416
N (-2.054, -4.429, 0.984)  -0.357
N (0.032, -0.304, 2.733)  0.879
C (-4.944, 2.829, 0.988)  -1.135
C (4.706, 0.319, 0.849)  0.159
C (2.726, 2.963, -1.741)  -0.885
C (-3.275, -0.991, -3.246)  -0.606
C (-0.982, -0.480, 3.541)  -0.465
C (-0.883, -1.673, -5.039)  -1.253
C (-4.492, -0.692, 6.532)  -0.437
C (-2.279, 1.820, -1.506)  0.535
C (3.390, 0.234, 0.349)  -1.409
C (-5.110, 2.870, 2.360)  -0.759
C (-4.131, 3.073, -3.252)  -1.397
C (-4.045, 2.518, 3.177)  -1.208
C (2.757, -0.048, 5.239)  -1.173
C (-2.137, -0.551, 5.751)  0.417
C (0.114, 3.805, -3.130)  -1.113
C (-3.608, -0.573, 7.555)  -0.630
C (7.405, 0.284, -1.991)  -0.559
C (-2.113, 1.838, -2.892)  -1.011
C (5.867, 0.361, -0.037)  0.464
C (7.191, 0.415, 0.304)  -0.679
C (2.718, -2.410, -3.775)  -1.233
C (-2.890, 2.073, 2.565)  -0.518
C (8.066, 0.369, -0.808)  -0.594
C (0.329, -0.309, 5.496)  -0.964
C (3.707, 0.154, 3.031)  0.780
C (3.837, 0.095, 4.451)  -1.075
C (1.223, -4.407, -2.009)  -1.135
C (0.217, 3.069, 0.816)  0.171
C (4.837, 0.289, 2.218)  -0.888
C (-2.266, -0.491, 7.111)  -0.507
C (-4.363, 3.040, -1.890)  -0.774
C (1.451, -0.161, 4.673)  1.029
C (1.689, 1.352, -4.213)  -0.744
C (-1.946, -3.626, -2.925)  -0.890
C (2.435, 0.057, 2.419)  -0.374
C (-3.000, 2.454, -3.760)  -1.076
C (-3.730, 2.409, 0.435)  0.534
C (-2.015, -3.146, 0.594)  -0.217
C (3.232, -2.700, -0.728)  -0.715
C (1.270, -0.133, 3.264)  -0.615
C (-3.462, 2.417, -1.021)  1.437
C (-0.925, -0.449, 4.945)  0.522
H (-1.428, -0.386, 7.784)  0.411
H (3.619, -3.716, -0.644)  0.549
H (-3.899, -0.537, 8.594)  0.419
H (-1.247, 1.338, -3.318)  0.314
H (3.644, 2.617, -2.215)  0.404
H (-0.733, -0.639, -5.356)  0.311
H (-3.604, -0.717, 1.159)  0.194
H (7.815, 0.267, -2.987)  0.444
H (-2.907, -4.919, 1.200)  0.189
H (0.664, -4.698, -2.898)  0.358
H (-4.048, -1.748, -3.387)  0.519
H (-2.036, 1.775, 3.159)  0.879
H (5.810, 0.343, 2.688)  0.361
H (-0.371, 3.674, -4.096)  0.381
H (-1.124, -4.290, -3.186)  0.303
H (-3.473, -0.465, -2.314)  -0.351
H (2.058, -5.101, -1.899)  0.467
H (0.573, -4.531, -1.143)  0.249
H (3.126, -1.410, -3.919)  0.228
H (-4.830, 3.568, -3.913)  0.387
H (2.723, 4.054, -1.751)  0.526
H (3.232, 0.244, -0.726)  0.408
H (2.017, -2.603, -4.588)  0.347
H (9.142, 0.384, -0.726)  0.418
H (-4.042, -3.045, 0.698)  0.211
H (-3.380, -0.254, -4.039)  0.418
H (2.390, 0.549, -3.989)  -0.115
H (-5.256, 3.524, -1.518)  0.362
H (0.469, -0.312, 6.569)  0.394
H (2.181, 2.036, -4.915)  0.547
H (7.545, 0.487, 1.322)  0.443
H (-1.592, -2.126, -5.736)  0.421
H (0.733, 4.705, -3.172)  0.507
H (-1.181, -4.919, 1.066)  0.242
H (0.827, 0.923, -4.723)  0.100
H (-5.765, 3.109, 0.346)  0.421
H (3.542, -3.118, -3.877)  0.466
H (-6.055, 3.186, 2.782)  0.436
H (-0.659, 3.979, -2.387)  0.209
H (-2.815, 2.447, -4.828)  0.545
H (0.068, -2.194, -5.154)  0.243
H (2.860, -0.078, 6.317)  0.472
H (-1.941, -0.655, 3.058)  -0.167
H (-2.180, -3.791, -1.872)  0.033
H (2.817, -2.433, 0.246)  0.038
H (2.745, 2.661, -0.698)  -0.041
H (-4.104, 2.584, 4.254)  0.569
H (4.831, 0.167, 4.874)  0.465
H (-3.887, -0.894, -0.467)  0.429
H (-2.815, -3.928, -3.512)  0.476
H (-5.565, -0.779, 6.578)  0.454
H (4.078, -2.046, -0.928)  0.140

Calculated energy above the lowest of the compared OMol25 structures with the same formula, charge and spin, 2.8 106.7 kcal/mol (same order as the records).
Calculated calculated total energy, -118197.10407 -130749.61766 eV (same order as the records).